C44H121N11O11 | wB97M-V/def2-TZVPD

Output
HOMO energy   -9.00 eV
E   -86490.9108 eV
2S+1   1
LUMO level   0.2 eV
Relative energy (zero: lowest compared OMol25 entry of this formula, charge and spin)   191.9 kcal/mol

Last columns: bonded neighbours and bond lengths (Å).
Element x y z (Å)
1 C -34.917 5.656 -0.847  O2 1.475, H7 1.090, H8 1.090, H9 1.090
2 O -34.141 4.549 -1.439  C1 1.475, C3 1.385
3 C -34.143 4.553 -2.823  O2 1.385, C4 1.564, H10 1.090, H11 1.090
4 C -33.540 3.199 -3.320  C3 1.564, C5 1.581, N6 1.425, H12 1.090
5 C -32.022 3.016 -2.916  C4 1.581, H13 1.090, H14 1.090, H15 1.090
6 N -33.781 3.009 -4.711  C4 1.425, H16 1.010, H17 1.010
7 H -34.550 6.545 -1.360  C1 1.090
8 H -34.642 5.751 0.204  C1 1.090
9 H -35.999 5.527 -0.818  C1 1.090
10 H -35.211 4.574 -3.039  C3 1.090
11 H -33.648 5.446 -3.204  C3 1.090
12 H -34.050 2.344 -2.876  C4 1.090
13 H -31.693 2.100 -3.407  C5 1.090
14 H -31.976 2.903 -1.833  C5 1.090
15 H -31.320 3.797 -3.210  C5 1.090
16 H -33.372 3.775 -5.225  N6 1.010
17 H -34.784 3.004 -4.828  N6 1.010
18 C -44.495 7.110 1.715  O19 1.432, H24 1.090, H25 1.090, H26 1.090
19 O -45.585 7.884 2.229  C18 1.432, C20 1.345
20 C -45.904 7.715 3.525  O19 1.345, C21 1.568, H27 1.090, H28 1.090
21 C -47.001 8.764 3.918  C20 1.568, C22 1.476, N23 1.442, H29 1.090
22 C -46.559 10.154 3.691  C21 1.476, H30 1.090, H31 1.090, H32 1.090
23 N -47.325 8.854 5.321  C21 1.442, H33 1.010, H34 1.010
24 H -44.466 7.299 0.642  C18 1.090
25 H -44.640 6.055 1.946  C18 1.090
26 H -43.515 7.420 2.078  C18 1.090
27 H -46.180 6.722 3.879  C20 1.090
28 H -45.127 8.070 4.202  C20 1.090
29 H -47.860 8.510 3.298  C21 1.090
30 H -46.583 10.269 2.607  C22 1.090
31 H -45.573 10.431 4.062  C22 1.090
32 H -47.306 10.869 4.037  C22 1.090
33 H -46.555 8.685 5.951  N23 1.010
34 H -47.921 8.040 5.375  N23 1.010
35 C -40.067 4.876 -3.158  O36 1.385, H41 1.090, H42 1.090, H43 1.090
36 O -39.684 5.836 -4.079  C35 1.385, C37 1.483
37 C -40.471 5.619 -5.318  O36 1.483, C38 1.506, H44 1.090, H45 1.090
38 C -40.266 6.842 -6.173  C37 1.506, C39 1.531, N40 1.449, H46 1.090
39 C -40.810 6.549 -7.574  C38 1.531, H47 1.090, H48 1.090, H49 1.090
40 N -38.942 7.426 -6.225  C38 1.449, H50 1.010, H51 1.010
41 H -40.187 3.955 -3.729  C35 1.090
42 H -40.924 5.211 -2.575  C35 1.090
43 H -39.208 4.751 -2.499  C35 1.090
44 H -40.220 4.719 -5.879  C37 1.090
45 H -41.529 5.635 -5.056  C37 1.090
46 H -40.840 7.660 -5.739  C38 1.090
47 H -40.378 5.635 -7.983  C39 1.090
48 H -40.540 7.317 -8.299  C39 1.090
49 H -41.893 6.442 -7.622  C39 1.090
50 H -38.660 7.438 -5.255  N40 1.010
51 H -38.383 6.804 -6.791  N40 1.010
52 C -40.243 3.229 3.841  O53 1.461, H58 1.090, H59 1.090, H60 1.090
53 O -41.302 2.874 4.783  C52 1.461, C54 1.409
54 C -40.873 1.937 5.744  O53 1.409, C55 1.565, H61 1.090, H62 1.090
55 C -42.008 1.704 6.796  C54 1.565, C56 1.556, N57 1.435, H63 1.090
56 C -42.690 2.999 7.326  C55 1.556, H64 1.090, H65 1.090, H66 1.090
57 N -41.571 0.957 7.941  C55 1.435, H67 1.010, H68 1.010
58 H -39.448 3.764 4.361  C52 1.090
59 H -40.646 3.749 2.972  C52 1.090
60 H -39.821 2.282 3.507  C52 1.090
61 H -40.536 1.028 5.247  C54 1.090
62 H -40.019 2.265 6.337  C54 1.090
63 H -42.814 1.147 6.317  C55 1.090
64 H -43.150 3.514 6.483  C56 1.090
65 H -41.912 3.656 7.714  C56 1.090
66 H -43.433 2.773 8.092  C56 1.090
67 H -41.970 1.223 8.831  N57 1.010
68 H -40.579 1.080 8.084  N57 1.010
69 C -36.287 0.023 0.366  O70 1.400, H75 1.090, H76 1.090, H77 1.090
70 O -35.581 0.441 1.501  C69 1.400, C71 1.449
71 C -34.236 -0.095 1.561  O70 1.449, C72 1.609, H78 1.090, H79 1.090
72 C -33.650 0.204 3.029  C71 1.609, C73 1.500, N74 1.471, H80 1.090
73 C -32.175 0.099 3.272  C72 1.500, H81 1.090, H82 1.090, H83 1.090
74 N -34.354 -0.634 4.013  C72 1.471, H84 1.010, H85 1.010
75 H -36.320 -1.067 0.379  C69 1.090
76 H -35.751 0.349 -0.525  C69 1.090
77 H -37.324 0.334 0.245  C69 1.090
78 H -34.218 -1.137 1.240  C71 1.090
79 H -33.503 0.405 0.928  C71 1.090
80 H -33.974 1.207 3.306  C72 1.090
81 H -31.692 -0.826 2.955  C73 1.090
82 H -31.866 0.515 4.231  C73 1.090
83 H -31.682 0.762 2.561  C73 1.090
84 H -35.323 -0.427 3.817  N74 1.010
85 H -34.277 -1.632 3.878  N74 1.010
86 C -34.087 7.169 -14.960  O87 1.418, H92 1.090, H93 1.090, H94 1.090
87 O -35.497 7.302 -15.015  C86 1.418, C88 1.514
88 C -36.066 8.120 -13.875  O87 1.514, C89 1.532, H95 1.090, H96 1.090
89 C -35.954 7.365 -12.547  C88 1.532, C90 1.521, N91 1.455, H97 1.090
90 C -36.839 6.129 -12.521  C89 1.521, H98 1.090, H99 1.090, H100 1.090
91 N -36.340 8.288 -11.490  C89 1.455, H101 1.010, H102 1.010
92 H -33.714 7.962 -14.311  C86 1.090
93 H -33.629 7.554 -15.871  C86 1.090
94 H -33.808 6.174 -14.612  C86 1.090
95 H -35.672 9.131 -13.770  C88 1.090
96 H -37.139 8.261 -14.007  C88 1.090
97 H -34.944 6.990 -12.382  C89 1.090
98 H -36.448 5.486 -11.733  C90 1.090
99 H -36.654 5.564 -13.435  C90 1.090
100 H -37.891 6.412 -12.473  C90 1.090
101 H -35.730 9.092 -11.452  N91 1.010
102 H -37.167 8.823 -11.710  N91 1.010
103 C -42.868 7.895 -14.315  O104 1.457, H109 1.090, H110 1.090, H111 1.090
104 O -42.175 8.541 -15.422  C103 1.457, C105 1.454
105 C -43.085 8.442 -16.552  O104 1.454, C106 1.518, H112 1.090, H113 1.090
106 C -42.363 8.691 -17.864  C105 1.518, C107 1.560, N108 1.429, H114 1.090
107 C -41.968 10.198 -17.948  C106 1.560, H115 1.090, H116 1.090, H117 1.090
108 N -43.262 8.451 -18.949  C106 1.429, H118 1.010, H119 1.010
109 H -43.686 8.606 -14.201  C103 1.090
110 H -42.257 7.962 -13.415  C103 1.090
111 H -43.242 6.892 -14.518  C103 1.090
112 H -43.471 7.429 -16.672  C105 1.090
113 H -43.843 9.172 -16.268  C105 1.090
114 H -41.466 8.074 -17.917  C106 1.090
115 H -41.397 10.431 -18.846  C107 1.090
116 H -41.194 10.493 -17.240  C107 1.090
117 H -42.821 10.836 -17.714  C107 1.090
118 H -42.777 8.941 -19.687  N108 1.010
119 H -44.125 8.903 -18.682  N108 1.010
120 C -40.450 -3.708 -10.020  O121 1.447, H126 1.090, H127 1.090, H128 1.090
121 O -39.908 -2.636 -9.214  C120 1.447, C122 1.443
122 C -40.987 -1.889 -8.615  O121 1.443, C123 1.507, H129 1.090, H130 1.090
123 C -40.531 -0.508 -8.220  C122 1.507, C124 1.540, N125 1.491, H131 1.090
124 C -39.675 -0.402 -6.944  C123 1.540, H132 1.090, H133 1.090, H134 1.090
125 N -41.669 0.434 -8.019  C123 1.491, H135 1.010, H136 1.010
126 H -40.721 -3.417 -11.035  C120 1.090
127 H -41.259 -4.206 -9.485  C120 1.090
128 H -39.691 -4.467 -10.211  C120 1.090
129 H -41.885 -1.828 -9.231  C122 1.090
130 H -41.396 -2.337 -7.709  C122 1.090
131 H -40.004 -0.054 -9.059  C123 1.090
132 H -38.854 -1.081 -7.173  C124 1.090
133 H -40.250 -0.766 -6.093  C124 1.090
134 H -39.284 0.577 -6.668  C124 1.090
135 H -42.373 0.211 -7.331  N125 1.010
136 H -42.194 0.356 -8.879  N125 1.010
137 C -39.138 12.306 -12.808  O138 1.428, H143 1.090, H144 1.090, H145 1.090
138 O -38.196 12.974 -11.968  C137 1.428, C139 1.397
139 C -38.755 13.858 -11.043  O138 1.397, C140 1.539, H146 1.090, H147 1.090
140 C -39.757 13.349 -9.992  C139 1.539, C141 1.588, N142 1.499, H148 1.090
141 C -40.395 14.570 -9.200  C140 1.588, H149 1.090, H150 1.090, H151 1.090
142 N -38.882 12.517 -9.103  C140 1.499, H152 1.010, H153 1.010
143 H -38.532 12.021 -13.669  C137 1.090
144 H -39.833 13.048 -13.201  C137 1.090
145 H -39.523 11.519 -12.160  C137 1.090
146 H -37.919 14.364 -10.561  C139 1.090
147 H -39.322 14.629 -11.564  C139 1.090
148 H -40.544 12.728 -10.421  C140 1.090
149 H -41.170 14.142 -8.566  C141 1.090
150 H -40.988 15.175 -9.886  C141 1.090
151 H -39.769 15.264 -8.639  C141 1.090
152 H -39.353 11.743 -8.657  N142 1.010
153 H -38.158 11.990 -9.569  N142 1.010
154 C -43.942 12.435 -3.838  O155 1.454, H160 1.090, H161 1.090, H162 1.090
155 O -43.738 12.292 -2.406  C154 1.454, C156 1.470
156 C -42.424 12.719 -1.903  O155 1.470, C157 1.579, H163 1.090, H164 1.090
157 C -41.922 11.504 -1.029  C156 1.579, C158 1.489, N159 1.434, H165 1.090
158 C -41.670 10.354 -1.940  C157 1.489, H166 1.090, H167 1.090, H168 1.090
159 N -42.891 10.955 -0.125  C157 1.434, H169 1.010, H170 1.010
160 H -44.256 11.568 -4.420  C154 1.090
161 H -43.029 12.907 -4.201  C154 1.090
162 H -44.772 13.135 -3.930  C154 1.090
163 H -41.712 12.987 -2.684  C156 1.090
164 H -42.608 13.552 -1.226  C156 1.090
165 H -40.938 11.724 -0.613  C157 1.090
166 H -41.169 9.504 -1.476  C158 1.090
167 H -41.082 10.642 -2.811  C158 1.090
168 H -42.643 10.073 -2.341  C158 1.090
169 H -43.692 10.465 -0.496  N159 1.010
170 H -43.278 11.774 0.322  N159 1.010
171 C -31.165 9.940 -2.256  O172 1.418, H177 1.090, H178 1.090, H179 1.090
172 O -32.306 10.667 -2.681  C171 1.418, C173 1.461
173 C -32.893 10.268 -3.957  O172 1.461, C174 1.593, H180 1.090, H181 1.090
174 C -34.256 11.058 -4.194  C173 1.593, C175 1.559, N176 1.455, H182 1.090
175 C -35.515 10.727 -3.338  C174 1.559, H183 1.090, H184 1.090, H185 1.090
176 N -34.676 10.787 -5.560  C174 1.455, H186 1.010, H187 1.010
177 H -30.433 9.797 -3.051  C171 1.090
178 H -31.263 8.922 -1.879  C171 1.090
179 H -30.712 10.358 -1.357  C171 1.090
180 H -32.120 10.462 -4.700  C173 1.090
181 H -32.984 9.182 -3.916  C173 1.090
182 H -34.023 12.120 -4.121  C174 1.090
183 H -36.362 11.222 -3.812  C175 1.090
184 H -35.537 10.891 -2.260  C175 1.090
185 H -35.621 9.644 -3.407  C175 1.090
186 H -35.495 11.377 -5.575  N176 1.010
187 H -35.018 9.848 -5.705  N176 1.010